# 1
A molecular structure, C55H40Br2N2O6P2Ru at a distorted geometry, computed with ωB97M-V/def2-TZVPD.

The geometry in ORCA input format:
```
! wB97M-V def2-TZVPD RIJCOSX def2/J DEFGRID3
* xyz 2 5
Ru -16.476 -13.228 -2.724
C -14.124 -16.460 2.732
C -13.802 -16.553 1.227
C -12.639 -17.540 1.076
C -14.990 -17.058 0.440
C -15.450 -18.377 0.595
C -16.448 -18.891 -0.219
C -17.072 -18.033 -1.132
C -16.689 -16.698 -1.273
P -17.435 -15.711 -2.603
C -17.046 -16.701 -4.064
C -17.851 -16.735 -5.193
C -17.514 -17.521 -6.303
C -16.382 -18.314 -6.287
C -15.537 -18.279 -5.195
C -15.873 -17.474 -4.109
C -19.225 -16.051 -2.350
C -19.985 -17.066 -2.985
C -21.315 -17.314 -2.647
C -21.919 -16.590 -1.631
C -21.197 -15.622 -0.961
C -19.870 -15.336 -1.314
C -15.662 -16.230 -0.440
O -15.375 -14.863 -0.478
C -14.129 -14.405 -0.048
C -13.789 -13.128 -0.499
C -12.510 -12.607 -0.127
C -11.667 -13.412 0.638
C -12.107 -14.637 1.110
C -13.325 -15.188 0.760
P -14.971 -12.151 -1.489
C -15.869 -11.205 -0.174
C -16.440 -9.942 -0.402
C -17.223 -9.349 0.573
C -17.427 -9.965 1.810
C -16.835 -11.191 2.043
C -16.014 -11.769 1.078
C -13.868 -10.959 -2.304
C -13.695 -9.625 -1.918
C -12.930 -8.765 -2.715
C -12.154 -9.250 -3.773
C -12.176 -10.608 -4.061
C -13.038 -11.446 -3.344
H -14.299 -17.468 3.132
H -15.020 -15.885 2.863
H -13.348 -15.960 3.267
H -12.925 -18.570 1.288
H -11.762 -17.262 1.671
H -12.303 -17.583 0.027
H -15.044 -18.990 1.404
H -16.766 -19.918 -0.175
H -17.856 -18.453 -1.785
H -18.749 -16.109 -5.299
H -18.136 -17.507 -7.204
H -16.140 -18.970 -7.137
H -14.602 -18.863 -5.157
H -15.245 -17.493 -3.215
H -19.534 -17.693 -3.781
H -21.890 -18.063 -3.183
H -22.941 -16.831 -1.324
H -21.673 -15.012 -0.184
H -19.353 -14.517 -0.806
H -12.196 -11.590 -0.409
H -10.644 -13.105 0.875
H -11.467 -15.210 1.764
H -16.273 -9.484 -1.376
H -17.708 -8.401 0.356
H -18.065 -9.503 2.569
H -17.010 -11.686 3.006
H -15.442 -12.666 1.320
H -14.136 -9.256 -0.979
H -12.922 -7.709 -2.449
H -11.615 -8.539 -4.396
H -11.588 -11.003 -4.906
H -13.070 -12.513 -3.597
Br -21.337 -12.079 -0.456
C -20.154 -11.235 -1.742
C -20.595 -10.044 -2.274
C -19.829 -9.277 -3.203
Br -20.538 -7.672 -3.800
C -18.617 -9.718 -3.704
C -17.837 -9.062 -4.699
C -16.663 -9.654 -5.158
C -16.294 -10.907 -4.695
N -16.994 -11.525 -3.724
C -18.133 -10.983 -3.202
C -18.876 -11.735 -2.183
O -18.288 -12.742 -1.646
H -21.571 -9.650 -2.012
H -18.214 -8.096 -5.063
H -16.024 -9.206 -5.916
H -15.371 -11.354 -5.076
O -15.035 -13.837 -4.183
C -15.678 -13.943 -5.293
O -16.912 -13.774 -5.361
C -14.874 -14.289 -6.515
C -15.442 -14.014 -7.773
C -14.743 -14.395 -8.913
C -13.554 -15.124 -8.820
C -13.077 -15.413 -7.564
C -13.631 -14.884 -6.397
N -11.923 -16.268 -7.448
O -11.453 -16.727 -8.499
O -11.495 -16.521 -6.327
H -16.395 -13.474 -7.841
H -15.144 -14.157 -9.928
H -12.992 -15.433 -9.719
H -13.243 -15.075 -5.393
*
```

## Properties
- orbital gap (alpha / beta) (eV) = 4.69 / 4.99
- energy (eV) = -234175.184
- highest occupied orbital energy (alpha / beta) (Ha) = -0.4185 / -0.4841
- ⟨S²⟩ = 6.067
- strongest force on any atom (eV Å⁻¹) = 6.90
- E_LUMO (alpha / beta) (eV) = -6.69 / -8.19

Results of the Mulliken charge analysis, in e, for atoms 1 through 4: Ru 0.21; C -1.73; C 1.35; C -1.87

# 2
A molecular structure, C55H40BrN3O2PbS6Se, computed with ωB97M-V/def2-TZVPD.

The geometry in ORCA input format:
```
! wB97M-V def2-TZVPD RIJCOSX def2/J DEFGRID3
* xyz -2 1
Pb 0.566 1.052 2.997
S -1.193 2.695 4.343
S 0.001 4.315 4.800
S 1.673 3.474 5.630
S 2.600 2.493 4.070
C -3.456 7.411 0.001
C -3.226 5.924 0.081
C -3.799 5.058 -0.850
C -3.573 3.694 -0.780
C -2.764 3.189 0.226
C -2.205 4.023 1.177
C -2.436 5.389 1.094
S -2.487 1.399 0.261
O -3.769 0.857 -0.279
C -1.416 1.388 -1.233
C -0.611 2.537 -1.412
C -0.223 2.965 -2.640
C -0.821 2.367 -3.767
C -0.760 2.974 -5.044
C -1.428 2.442 -6.109
C -2.203 1.281 -5.927
C -2.238 0.652 -4.715
C -1.520 1.148 -3.593
C -1.594 0.498 -2.290
C -1.796 -0.989 -2.307
C -1.190 -1.711 -3.424
C -0.036 -1.227 -4.098
C 0.504 -1.888 -5.164
C -0.054 -3.102 -5.610
C -1.096 -3.652 -4.922
C -1.665 -2.990 -3.807
C -2.679 -3.600 -3.035
C -2.984 -3.060 -1.829
C -2.478 -1.804 -1.421
S -2.668 -1.610 0.368
O -3.977 -2.212 0.739
C -1.451 -2.897 0.739
C -1.483 -3.330 2.057
C -0.579 -4.286 2.494
C 0.376 -4.808 1.625
C 1.395 -5.812 2.092
C 0.394 -4.360 0.312
C -0.505 -3.408 -0.136
H -4.095 7.664 -0.845
H -2.509 7.942 -0.113
H -3.932 7.779 0.912
H -4.423 5.457 -1.642
H -4.014 3.008 -1.493
H -1.603 3.617 1.985
H -1.992 6.049 1.831
H -0.299 3.074 -0.526
H 0.425 3.825 -2.753
H -0.195 3.893 -5.148
H -1.390 2.924 -7.078
H -2.774 0.881 -6.755
H -2.854 -0.229 -4.603
H 0.457 -0.344 -3.719
H 1.378 -1.482 -5.657
H 0.375 -3.615 -6.463
H -1.484 -4.626 -5.199
H -3.121 -4.534 -3.363
H -3.644 -3.566 -1.134
H -2.229 -2.925 2.730
H -0.607 -4.618 3.523
H 1.096 -6.268 3.035
H 2.357 -5.322 2.245
H 1.537 -6.596 1.346
H 1.136 -4.749 -0.375
H -0.441 -3.064 -1.160
Br -1.676 -0.609 5.109
C -0.417 -1.953 5.582
C -0.885 -2.954 6.386
C -0.037 -4.017 6.751
C 1.252 -4.030 6.307
C 1.757 -2.985 5.494
C 3.101 -3.021 5.059
C 3.578 -2.042 4.239
C 2.734 -0.989 3.838
C 1.424 -0.861 4.243
C 0.920 -1.896 5.092
H -1.910 -2.933 6.730
H -0.421 -4.816 7.373
H 1.915 -4.848 6.570
H 3.733 -3.839 5.389
H 4.606 -2.068 3.893
H 3.162 -0.236 3.179
N 4.197 7.127 -1.982
C 3.675 6.337 -1.330
C 3.007 5.360 -0.514
C 2.297 5.757 0.616
C 1.635 4.784 1.348
N 1.635 3.497 1.012
C 2.340 3.118 -0.052
C 3.047 4.011 -0.846
H 2.260 6.797 0.909
H 1.084 5.043 2.246
H 2.326 2.058 -0.294
H 3.602 3.664 -1.707
Se 1.522 -0.395 -0.776
C 2.714 -1.852 -0.906
C 3.538 -2.246 0.157
C 4.396 -3.318 -0.005
N 4.507 -4.041 -1.124
C 3.714 -3.669 -2.132
C 2.823 -2.613 -2.079
H 3.490 -1.716 1.099
H 5.044 -3.626 0.812
H 3.801 -4.261 -3.041
H 2.208 -2.372 -2.936
*
```

## Properties
- orbital gap (eV) = 5.48
- energy (eV) = -271899.255
- highest occupied orbital energy (Ha) = -0.0779
- strongest force on any atom (eV Å⁻¹) = 0.31
- E_LUMO (eV) = 3.36

Results of the Mulliken charge analysis, in e, for atoms 1 through 4: Pb 0.56; S -0.52; S -0.16; S -0.17

- Which of these has the highest strongest force on any atom?
  C55H40Br2N2O6P2Ru

- Which of these has the lowest energy?
  C55H40BrN3O2PbS6Se

- Which value of strongest force on any atom does entry 1 give?
  6.90 eV Å⁻¹